[1]
This record from the OMol25 dataset describes an isolated molecule of C2H2N2OS3 at a distorted geometry. The level of theory is ωB97M-V with the def2-TZVPD basis set.

* total energy: -39637.171 eV
* SMILES: S=c1nc(SS)[nH]o1
* frontier orbital gap: 8.6 eV
* strongest force on any atom: 0.0528 Eh/bohr
* ΔE to the lowest compared entry with this formula, charge and spin: 2.069 eV
* spin multiplicity: 1

Each line ends with the natural charge from an NBO analysis.
Element x y z (Å)
H1 -1.24 1.93 2.51  0.1587
C1 -0.01 0.21 -0.78  0.2502
H2 1.66 -1.07 -1.52  0.4096
O1 0.03 -0.85 -2.79  -0.3056
N1 0.91 -0.38 -1.73  -0.3346
C2 -1.17 -0.30 -2.54  0.2824
N2 -1.15 0.39 -1.33  -0.5061
S1 -2.52 -0.74 -3.31  -0.0526
S2 0.67 0.83 0.76  0.1842
S3 -0.63 2.21 1.27  -0.0862

---

[2]
This record from the OMol25 dataset describes an isolated molecule of C2H2N2S3 at a distorted geometry. The level of theory is ωB97M-V with the def2-TZVPD basis set.

* total energy: -37588.489 eV
* frontier orbital gap (spin up / spin down): 7.2 / 7.2 eV
* strongest force on any atom: 0.0629 Eh/bohr
* ΔE to the lowest compared entry with this formula, charge and spin: 3.594 eV
* spin multiplicity: 1

Each line ends with the natural charge from an NBO analysis.
Element x y z (Å)
N1 0.12 0.03 -1.09  -0.2396
S1 -1.68 0.69 -0.32  0.5272
N2 1.12 0.42 -0.38  -0.2807
H1 -0.65 -1.57 0.07  0.2241
S2 2.69 0.84 1.87  0.0586
C1 -0.93 -0.91 -0.70  -0.3675
C2 1.78 0.65 0.62  0.1908
S3 -1.16 1.24 1.47  -0.3402
H2 -1.29 -1.40 -1.54  0.2271

---

[3]
This record from the OMol25 dataset describes a structure of composition C2H2N3O3S2 at a distorted geometry. The level of theory is ωB97M-V with the def2-TZVPD basis set.

* total energy: -34390.005 eV
* frontier orbital gap: 7.6 eV
* total charge: -1
* strongest force on any atom: 0.0931 Eh/bohr
* ΔE to the lowest compared entry with this formula, charge and spin: 1.270 eV
* spin multiplicity: 1

Each line ends with the natural charge from an NBO analysis.
Element x y z (Å)
C1 2.86 -0.31 -0.10  0.4057
C2 -1.91 1.09 -0.51  0.7967
H1 -1.51 -1.00 -0.55  0.4633
N1 -2.14 -0.04 -0.59  -0.7754
H2 1.30 1.30 -0.50  0.4346
O1 -0.79 -2.26 -0.23  -0.9806
N2 1.68 0.31 -0.55  -0.4250
O2 2.81 -1.56 -0.03  -0.6816
O3 -1.79 2.21 -0.20  -0.6116
S1 0.69 -2.02 -0.44  1.3175
S2 4.08 0.77 0.30  -0.4240
N3 0.63 -0.49 -0.66  -0.5196

---

[4]
This record from the OMol25 dataset describes an isolated molecule of C2H2N3P at a distorted geometry. The level of theory is ωB97M-V with the def2-TZVPD basis set.

* total energy: -15862.538 eV
* frontier orbital gap: 8.3 eV
* strongest force on any atom: 0.0567 Eh/bohr
* ΔE to the lowest compared entry with this formula, charge and spin: 2.165 eV
* spin multiplicity: 1

Each line ends with the natural charge from an NBO analysis.
Element x y z (Å)
P1 -0.89 0.57 1.34  1.0125
C1 1.97 0.04 0.34  0.2466
H1 -0.60 -0.78 1.39  -0.1228
H2 2.39 -0.39 -0.49  0.2433
N1 -1.40 0.69 -0.17  -0.9714
N2 1.30 0.45 1.17  -0.3976
C2 -1.37 0.02 -1.29  0.4115
N3 -1.40 -0.58 -2.29  -0.4222

---

[5]
This record from the OMol25 dataset describes an isolated molecule of C2H2N4 at a distorted geometry. The level of theory is ωB97M-V with the def2-TZVPD basis set.

* total energy: -8061.879 eV
* SMILES: c1ncnnn1
* frontier orbital gap: 8.7 eV
* strongest force on any atom: 0.1030 Eh/bohr
* ΔE to the lowest compared entry with this formula, charge and spin: 4.253 eV
* spin multiplicity: 1

Each line ends with the natural charge from an NBO analysis.
Element x y z (Å)
C1 0.24 -0.79 0.83  0.1483
N1 1.03 0.21 0.67  -0.3835
N2 -0.87 -1.27 0.13  -0.2210
N3 -0.53 0.49 -1.19  -0.2872
H1 0.74 -1.31 1.66  0.2292
C2 0.30 1.17 -0.53  0.2202
H2 0.03 2.27 -0.51  0.2374
N4 -0.95 -0.77 -1.06  0.0565

---

[6]
This record from the OMol25 dataset describes an isolated molecule of C2H2N4 at a distorted geometry. The level of theory is ωB97M-V with the def2-TZVPD basis set.

* total energy: -8061.520 eV
* SMILES: C1=NC2n3n1n32
* frontier orbital gap: 10.2 eV
* strongest force on any atom: 0.0313 Eh/bohr
* ΔE to the lowest compared entry with this formula, charge and spin: 4.612 eV
* spin multiplicity: 1

Each line ends with the natural charge from an NBO analysis.
Element x y z (Å)
H1 1.85 -0.49 0.78  0.2274
N1 -0.63 0.91 -0.54  -0.2015
N2 -0.14 -1.12 0.32  -0.3968
N3 0.25 1.29 0.54  -0.0782
H2 -2.01 -0.83 -0.58  0.2167
C1 0.89 -0.13 0.40  0.1049
N4 0.84 0.83 -0.68  -0.1041
C2 -1.05 -0.46 -0.25  0.2316

---

[7]
This record from the OMol25 dataset describes an isolated molecule of C2H2N4 at a distorted geometry. The level of theory is ωB97M-V with the def2-TZVPD basis set.

* total energy: -8061.067 eV
* SMILES: [H]/N=N/N=C=C=N
* frontier orbital gap: 7.9 eV
* strongest force on any atom: 0.0753 Eh/bohr
* ΔE to the lowest compared entry with this formula, charge and spin: 5.065 eV
* spin multiplicity: 1

Each line ends with the natural charge from an NBO analysis.
Element x y z (Å)
N1 -2.62 -0.17 0.08  -0.5353
N2 0.62 1.25 -0.75  -0.2230
C1 -1.44 0.11 -0.08  0.2170
N3 2.07 -0.26 0.48  -0.3418
H1 2.79 -1.01 0.48  0.3545
H2 -2.70 -0.98 0.82  0.3703
N4 1.77 0.15 -0.63  0.0377
C2 -0.49 0.91 -0.39  0.1206

---

[8]
This record from the OMol25 dataset describes a cluster of 3 separate species, C2H2N4 in total at a distorted geometry. The level of theory is ωB97M-V with the def2-TZVPD basis set.

* total energy: -8065.765 eV
* SMILES: C#N.C#N.N#N
* frontier orbital gap: 13.6 eV
* strongest force on any atom: 0.0378 Eh/bohr
* ΔE to the lowest compared entry with this formula, charge and spin: 0.367 eV
* spin multiplicity: 1

Each line ends with the natural charge from an NBO analysis.
Element x y z (Å)
H1 0.22 0.20 -1.08  0.2427
N1 -4.01 1.31 0.06  0.0127
H2 -0.92 -2.30 0.75  0.2384
N2 -4.77 2.09 0.23  -0.0122
N3 -2.20 -0.77 -0.11  -0.3237
C1 -1.50 -1.61 0.21  0.0841
N4 1.63 -1.26 -0.30  -0.3222
C2 1.02 -0.38 -0.71  0.0802